A structure of composition C26H33MgO5, computed with ωB97M-V/def2-TZVPD.

Results
* HOMO: -3.804 eV
* 2S+1: 1
* frontier orbital gap: 5.73 eV
* net charge: -1
* energy above the lowest of the compared OMol25 structures with the same formula, charge and spin: 0.000 eV

Element x y z (Å)
O: 2.60325 3.10301 -4.63364
C: 1.69980 3.36304 -5.75794
C: 2.80525 3.78719 -6.73813
H: 0.98829 4.17107 -5.52821
H: 1.17916 2.44241 -6.05979
C: 3.72591 3.50436 -5.49126
H: 2.76941 4.85070 -7.04321
H: 2.96543 3.08832 -7.58188
C: 4.43478 4.75084 -4.96739
H: 3.72594 5.58037 -4.83815
H: 5.22892 5.07485 -5.66106
H: 4.90739 4.51926 -4.00314
C: 4.70239 2.35207 -5.69879
H: 4.18128 1.47050 -6.09696
H: 5.16915 2.09884 -4.73683
H: 5.50403 2.63369 -6.40061
Mg: -0.31531 -1.26638 1.47541
C: 0.05772 -3.63953 1.66220
C: -1.31468 -3.35695 1.34533
C: -1.38494 -2.78070 0.02675
H: -2.18397 -3.65671 1.93182
C: -0.04558 -2.76968 -0.49623
C: 0.84350 -3.28543 0.50959
H: 1.92854 -3.43149 0.39793
H: 0.40182 -4.12563 2.59311
H: -2.32644 -2.52209 -0.49618
H: 0.22646 -2.52908 -1.53551
C: 0.40600 -1.21769 3.75607
C: 1.57862 -1.54101 2.99884
C: 1.88375 -0.41138 2.17099
H: 2.16274 -2.47316 3.10190
C: 0.87739 0.60321 2.38877
C: -0.04999 0.09827 3.36257
H: -0.88453 0.67105 3.80212
H: -0.03384 -1.89224 4.49951
H: 2.77442 -0.31568 1.53821
H: 0.86555 1.62402 1.96376
O: 0.06207 0.04402 -0.30067
C: 1.37145 0.20417 -0.99804
C: 1.05641 0.61478 -2.44024
H: 1.93444 -0.73818 -0.91579
H: 1.93400 1.00428 -0.49163
C: -0.27191 1.37509 -2.28821
H: 0.87952 -0.29612 -3.03603
H: 1.85644 1.21000 -2.91422
C: -0.99140 0.59461 -1.18131
H: -0.84834 1.43669 -3.22566
H: -0.04925 2.39599 -1.93883
H: -1.52744 -0.25725 -1.62856
H: -1.67346 1.20633 -0.57218
O: -4.75678 -0.05345 3.48769
C: -4.73410 -0.98091 4.47367
C: -5.82969 -0.96441 5.34720
C: -5.94581 -1.86839 6.40871
C: -4.94040 -2.82542 6.61536
C: -3.83780 -2.85002 5.75910
C: -3.70011 -1.94061 4.69037
C: -2.50686 -2.11182 3.82201
O: -1.78096 -3.11692 4.13223
O: -2.33919 -1.23528 2.85487
H: -3.93554 -0.22156 2.97860
H: -6.60511 -0.21874 5.18113
H: -6.81600 -1.83173 7.07536
H: -5.00408 -3.54588 7.43692
H: -3.05770 -3.60149 5.90813

Results of the Mulliken charge analysis, in e, for atoms 1 through 6:
1. O -0.3894
2. C -0.4457
3. C -0.7883
4. H 0.2870
5. H 0.2532
6. C 1.5311